ORCA calculation (the ωB97M-V functional and the def2-TZVPD basis) on a cluster of 2 separate species, C4H8N2S in total in a non-equilibrium geometry.

Geometry (Å):
C -1.12899 0.03615 0.05667
C -0.21773 0.10295 1.23254
C 0.32364 -0.30751 -0.20680
C 2.92955 0.81539 0.52858
H -3.25644 -0.69720 0.81535
H -1.34655 1.09948 -0.29493
H -0.19506 -0.77069 1.99844
H 0.29802 1.01986 1.39313
H 0.76347 -1.28584 -0.19851
H 0.74821 0.56886 -2.33168
H 2.49807 0.03660 1.30652
H 3.89572 1.30204 0.72012
N 1.07141 0.62563 -0.89289
N 2.27506 1.24160 -0.61628
S -2.39185 -1.13910 -0.15688

Results
DFT total energy: -664.699907 a.u.
LUMO energy: 0.252 eV
2S+1: 1
HOMO energy: -8.4 eV
HOMO-LUMO gap: 8.6025 eV
energy relative to the best compared isomer or geometry (same formula, charge and spin): 611.4 kJ/mol

=====

ORCA calculation (the ωB97M-V functional and the def2-TZVPD basis) on an isolated molecule of C4H8N2S in a non-equilibrium geometry.

Geometry (Å):
C 0.46035 2.05147 -0.02414
C -0.60277 -0.00383 0.29479
C -1.78120 -0.90434 0.10070
C -2.95131 -0.45415 -0.41124
H 0.88110 1.87545 -1.00885
H 1.26801 1.90859 0.76793
H 0.16564 3.11231 -0.02889
H 0.42836 -1.62589 0.96998
H 2.92614 -0.26838 0.63161
H -1.64928 -1.93734 0.46477
H -2.99186 0.61106 -0.70324
H -3.86406 -1.06082 -0.48312
N -0.76203 1.26264 0.19495
N 0.60941 -0.69116 0.58455
S 2.07212 -0.67189 -0.36421

Results
DFT total energy: -664.838387 a.u.
LUMO energy: 0.517 eV
2S+1: 1
SMILES: C=C/C(=N/C)NS
HOMO energy: -8.9 eV
HOMO-LUMO gap: 9.4537 eV
energy relative to the best compared isomer or geometry (same formula, charge and spin): 247.8 kJ/mol

=====

ORCA calculation (the ωB97M-V functional and the def2-TZVPD basis) on an isolated molecule of C4H8N2S in a non-equilibrium geometry.

Geometry (Å):
C -0.37772 1.52686 -0.44396
C 0.01434 0.70172 0.69687
C -0.67177 -1.46012 -0.04089
C 1.56308 -0.95418 -0.17191
H -0.42504 2.59252 -0.23231
H -1.28617 1.23079 -0.91410
H 0.19209 1.35136 -1.41154
H -0.68013 0.50098 1.45070
H 0.97394 1.07539 1.25023
H -0.58096 -2.40153 -0.47675
H -1.87055 -0.15776 0.52414
H 1.71488 -2.06792 -0.52019
N 0.39089 -0.62676 0.22597
N -1.95160 -1.06331 0.02466
S 2.99473 -0.24802 0.03907

Results
DFT total energy: -664.841453 a.u.
LUMO energy: 0.178 eV
2S+1: 1
SMILES: [H]/N=C\N(C=S)CC
HOMO energy: -8.7 eV
HOMO-LUMO gap: 8.8295 eV
energy relative to the best compared isomer or geometry (same formula, charge and spin): 239.8 kJ/mol

=====

ORCA calculation (the ωB97M-V functional and the def2-TZVPD basis) on a cluster of 2 separate species, C4H8N2S in total in a non-equilibrium geometry.

Geometry (Å):
C 0.68766 -1.94674 0.11455
C 0.20142 0.53863 -1.58823
C 0.31085 1.00414 -0.13938
C -0.28309 0.03422 0.84465
N 1.11108 -2.98195 -0.14302
N -1.63245 -0.16402 0.78345
S 0.34610 0.05445 2.50373
H -0.83043 0.33230 -1.86796
H 0.58785 1.30206 -2.25904
H 0.78078 -0.37415 -1.72521
H -0.20867 1.95993 -0.02352
H 1.36212 1.16561 0.10230
H -2.02524 -0.86918 1.38169
H -2.03847 -0.13248 -0.13759
H 1.63051 0.07715 2.15358

Results
DFT total energy: -664.830623 a.u.
LUMO energy: -0.158 eV
2S+1: 1
HOMO energy: -9.5 eV
HOMO-LUMO gap: 9.2996 eV
energy relative to the best compared isomer or geometry (same formula, charge and spin): 268.2 kJ/mol

=====

Question: The highest HOMO-LUMO gap belongs to which entry?
Answer: number 2

=====

Question: Among the records above, which one has the highest HOMO-LUMO gap?
Answer: number 2

=====

Question: Which of these has the lowest HOMO energy?
Answer: number 4

=====

Copy entry 3 word for word.
ORCA calculation (the ωB97M-V functional and the def2-TZVPD basis) on an isolated molecule of C4H8N2S in a non-equilibrium geometry.

Geometry (Å):
C -0.37772 1.52686 -0.44396
C 0.01434 0.70172 0.69687
C -0.67177 -1.46012 -0.04089
C 1.56308 -0.95418 -0.17191
H -0.42504 2.59252 -0.23231
H -1.28617 1.23079 -0.91410
H 0.19209 1.35136 -1.41154
H -0.68013 0.50098 1.45070
H 0.97394 1.07539 1.25023
H -0.58096 -2.40153 -0.47675
H -1.87055 -0.15776 0.52414
H 1.71488 -2.06792 -0.52019
N 0.39089 -0.62676 0.22597
N -1.95160 -1.06331 0.02466
S 2.99473 -0.24802 0.03907

Results
DFT total energy: -664.841453 a.u.
LUMO energy: 0.178 eV
2S+1: 1
SMILES: [H]/N=C\N(C=S)CC
HOMO energy: -8.7 eV
HOMO-LUMO gap: 8.8295 eV
energy relative to the best compared isomer or geometry (same formula, charge and spin): 239.8 kJ/mol